Molecular formula: C10H40O10
Method: DFT, the ωB97M-V functional and the def2-TZVPD basis

XYZ file:
```
60
C10H40O10 | the Open Molecules 2025 dataset | the ωB97M-V functional and the def2-TZVPD basis
C 29.81 13.35 27.09
O 30.06 12.07 27.67
H 28.77 13.47 26.77
H 30.12 14.05 27.87
H 30.47 13.40 26.23
H 29.74 11.41 27.05
C 29.24 15.07 30.86
O 29.89 13.90 31.18
H 28.22 14.74 30.65
H 29.16 15.75 31.71
H 29.64 15.66 30.04
H 29.91 13.38 30.37
C 27.13 9.05 29.81
O 27.75 9.18 31.06
H 27.23 8.09 29.31
H 26.06 9.27 29.78
H 27.60 9.78 29.16
H 27.41 9.95 31.51
C 26.86 10.99 32.70
O 26.99 11.14 31.28
H 25.83 11.22 32.97
H 27.19 10.01 33.04
H 27.53 11.73 33.13
H 26.86 12.06 31.05
C 28.62 12.39 29.84
O 30.01 12.57 29.75
H 28.13 12.93 29.02
H 28.33 11.35 29.70
H 28.23 12.76 30.79
H 30.27 12.42 28.84
C 30.60 9.90 28.54
O 29.47 9.19 27.99
H 31.35 9.21 28.92
H 31.07 10.50 27.76
H 30.24 10.56 29.33
H 28.79 9.80 27.69
C 32.07 14.61 29.55
O 31.57 15.94 29.32
H 32.78 14.67 30.37
H 31.26 13.96 29.89
H 32.58 14.15 28.71
H 30.73 15.88 28.86
C 29.64 10.47 31.70
O 30.47 11.57 31.66
H 29.32 10.24 30.69
H 30.14 9.63 32.17
H 28.74 10.69 32.28
H 30.24 12.12 30.91
C 25.42 13.21 31.13
O 26.81 13.26 31.36
H 25.26 12.80 30.13
H 24.81 12.62 31.82
H 24.98 14.20 31.21
H 27.01 13.66 32.20
C 27.41 14.85 28.05
O 27.95 16.13 28.19
H 27.65 14.30 28.96
H 26.33 14.86 27.94
H 27.83 14.26 27.23
H 27.72 16.56 27.36
```

The gap between HOMO and LUMO is 7.86 eV. The net charge is 0. The calculation puts the electronic energy at -1156.6905 Eh. The energy above the lowest of the compared OMol25 structures with the same formula, charge and spin comes out at 1736.4 kJ/mol. The HOMO energy is -7.957 eV. The spin multiplicity is 1. The value obtained for the molar mass is 320.4 g mol⁻¹. The calculation puts the largest force on an atom at 9.812 eV/Å.

natural (NBO) atomic charge list, values in e, 2 entries: number 1, C, carries -0.26; number 2, O, carries -0.73